P | # C19H24N2O3

C19H24N2O3 in the gas phase (the ωB97M-V functional and the def2-TZVPD basis, OMol25).

Last column: natural (NBO) charge in e.
Positions of all 48 atoms, in Å:
C 1.8857 3.2439 0.0947  -0.2479
O 1.8323 1.8427 0.0837  -0.5211
C 3.0156 1.1381 0.0285  0.3234
C 4.2562 1.7457 -0.0282  -0.2980
C 5.4182 0.9954 -0.1506  -0.2413
C 5.3333 -0.3782 -0.2189  -0.2177
C 4.0996 -1.0010 -0.1400  -0.2588
C 2.9153 -0.2752 -0.0018  0.1236
N 1.6897 -0.9039 0.0374  -0.4340
C 1.5697 -2.2855 -0.3712  -0.2190
C 0.0968 -2.6130 -0.5820  -0.2187
N -0.6068 -2.5933 0.6889  -0.4420
C -2.0545 -2.5866 0.5565  -0.2323
C -2.6374 -1.3772 -0.1391  -0.1082
C -2.7938 -1.3565 -1.5222  -0.2087
C -3.2645 -0.2333 -2.1708  -0.2246
C -3.6057 0.9019 -1.4511  -0.2785
C -3.4831 0.8953 -0.0740  0.2099
O -3.8072 1.9412 0.7664  -0.5236
C -4.3254 3.1135 0.1921  -0.2467
C -2.9964 -0.2452 0.5859  0.3229
O -2.8996 -0.2322 1.9464  -0.6905
C -0.0510 -1.6036 1.5990  -0.2463
C 0.6049 -0.4259 0.8749  -0.2185
H 0.8482 3.5747 0.1332  0.1958
H 2.4164 3.6255 0.9743  0.1734
H 2.3562 3.6412 -0.8115  0.1751
H 4.3367 2.8210 0.0014  0.2130
H 6.3734 1.4953 -0.2007  0.2097
H 6.2259 -0.9770 -0.3236  0.2097
H 4.0608 -2.0776 -0.1728  0.2123
H 1.9883 -2.9845 0.3695  0.1770
H 2.1078 -2.4186 -1.3147  0.2111
H -0.3131 -1.8872 -1.3020  0.1795
H -0.0034 -3.6160 -1.0118  0.1973
H -2.3252 -3.4866 -0.0045  0.2007
H -2.4723 -2.6628 1.5623  0.2177
H -2.5559 -2.2439 -2.0896  0.2120
H -3.3739 -0.2319 -3.2445  0.2141
H -3.9719 1.7726 -1.9710  0.2184
H -4.5184 3.7897 1.0238  0.2003
H -5.2612 2.9178 -0.3408  0.1794
H -3.6066 3.5761 -0.4915  0.1780
H -3.2229 0.6273 2.2495  0.4995
H -0.8352 -1.2350 2.2582  0.2295
H 0.7059 -2.1005 2.2201  0.1864
H 0.9921 0.2747 1.6151  0.2152
H -0.1437 0.0986 0.2669  0.1916

SMILES = COc1ccccc1N1CCN(Cc2cccc(OC)c2O)CC1
gap between HOMO and LUMO = 7.719 eV
2S+1 = 1
LUMO level = 0.58 eV

Q | # C19H24N2O3

C19H24N2O3 in the gas phase (the ωB97M-V functional and the def2-TZVPD basis, OMol25).

Last column: natural (NBO) charge in e.
Positions of all 48 atoms, in Å:
C 1.0871 -2.2255 2.4854  -0.4313
N -0.0227 -1.5751 1.8229  -0.4191
C -0.2766 -0.2551 2.1694  0.6475
O 0.4529 0.3309 2.9624  -0.6599
C -1.4080 0.3667 1.5436  -0.4364
C -2.1732 -0.2578 0.6138  0.4235
O -3.2468 0.2497 -0.0153  -0.4899
C -3.5337 1.6343 0.0170  -0.0584
C -2.8103 2.4149 -1.0856  -0.4271
C -1.3300 2.6825 -0.8152  -0.5035
C -0.4566 1.4670 -1.1244  0.6963
O -0.7839 0.5998 -1.9080  -0.6401
N 0.7296 1.4709 -0.4856  -0.6232
C 1.7515 0.4724 -0.7337  -0.0582
C 2.6533 0.8890 -1.9019  -0.4062
C 3.5874 1.9224 -1.2757  -0.4100
C 3.8294 1.4178 0.1568  -0.4166
C 2.7218 0.3860 0.4451  -0.4258
C -1.8566 -1.6204 0.2562  -0.1704
C -2.5952 -2.3064 -0.7116  -0.1332
C -2.2801 -3.6005 -1.0502  -0.2431
C -1.2133 -4.2317 -0.4194  -0.1751
C -0.4678 -3.5736 0.5328  -0.2772
C -0.7682 -2.2521 0.8896  0.2761
H 1.5121 -1.4970 3.1757  0.2610
H 1.8495 -2.5270 1.7661  0.1980
H 0.7442 -3.0960 3.0465  0.2011
H -1.5855 1.3793 1.8666  0.2290
H -4.6118 1.6864 -0.1654  0.1994
H -3.3321 2.0647 1.0034  0.1739
H -2.8870 1.8419 -2.0121  0.2421
H -3.3331 3.3641 -1.2150  0.2129
H -1.1694 3.0190 0.2097  0.2096
H -0.9916 3.4789 -1.4849  0.2348
H 0.9689 2.2208 0.1419  0.3980
H 1.2295 -0.4669 -0.9388  0.2284
H 2.0767 1.2826 -2.7369  0.2200
H 3.2173 0.0220 -2.2461  0.2027
H 4.5158 2.0266 -1.8349  0.2135
H 3.0983 2.8975 -1.2587  0.1951
H 4.8104 0.9508 0.2382  0.2077
H 3.8012 2.2399 0.8710  0.2062
H 2.2197 0.5751 1.3920  0.2416
H 3.1449 -0.6173 0.4833  0.2087
H -3.4117 -1.7892 -1.1879  0.2310
H -2.8518 -4.1237 -1.8010  0.2155
H -0.9595 -5.2488 -0.6799  0.2141
H 0.3554 -4.0896 0.9986  0.2171

SMILES = Cn1c(=O)cc(OCCCC(=O)NC2CCCC2)c2ccccc21
gap between HOMO and LUMO = 8.862 eV
2S+1 = 1
LUMO level = 0.64 eV

Which structure wins on stability? Q wins.

P | # C3H6FNOS

C3H6FNOS in the gas phase (the ωB97M-V functional and the def2-TZVPD basis, OMol25).

Last column: natural (NBO) charge in e.
Positions of all 13 atoms, in Å:
F 0.9044 0.4584 1.2237  -0.3481
C 0.1501 1.3530 0.5941  0.0113
C -1.2300 0.6529 0.3659  -0.1328
O -1.0970 -0.4015 -0.6546  -0.3856
N -0.0793 -1.2928 -0.1913  -0.3432
C 1.2559 -1.3711 -0.7880  -0.0940
S 2.0558 -0.1637 -1.6352  -0.0634
H 0.0101 2.4544 1.0827  0.1607
H 0.7103 1.5168 -0.3036  0.1999
H -2.1340 1.2799 0.1035  0.2121
H -1.6847 0.1306 1.2668  0.1942
H -0.5561 -2.2343 -0.5293  0.3775
H 1.6944 -2.3826 -0.5347  0.2115

SMILES = FCCONC=S
gap between HOMO and LUMO = 8.868 eV
2S+1 = 1
LUMO level = 0.04 eV

Q | # C3H6FNOS

C3H6FNOS in the gas phase (the ωB97M-V functional and the def2-TZVPD basis, OMol25).

Last column: natural (NBO) charge in e.
Positions of all 13 atoms, in Å:
C -0.7927 0.0812 0.9962  -0.3950
N -0.4774 -0.6453 -0.2376  -0.5595
C 0.6374 -0.1694 -0.9378  -0.4066
S -1.7706 -1.0484 -1.3033  0.3764
C -1.8079 -2.7980 -1.0068  0.6901
O -2.6553 -3.4428 -1.5360  -0.5454
F -0.7709 -3.2433 -0.3211  -0.3051
H -1.3173 -0.4379 1.6449  0.1974
H 0.1275 0.3866 1.4078  0.1999
H -1.3437 0.9861 0.8557  0.1744
H 0.7279 -0.8515 -1.7638  0.2112
H 0.5009 0.7730 -1.3814  0.1637
H 1.5354 -0.0142 -0.2178  0.1984

SMILES = CN(C)SC(=O)F
gap between HOMO and LUMO = 9.858 eV
2S+1 = 1
LUMO level = 0.61 eV

Which structure wins on stability? Q wins.

P | # C2H8N

2 unconnected molecules or ions with the total composition C2H8N (the ωB97M-V functional and the def2-TZVPD basis, OMol25).

Last column: natural (NBO) charge in e.
Positions of all 11 atoms, in Å:
N -1.0476 0.4019 -1.5885  -0.8758
H -1.3976 -0.2984 -2.1920  0.4518
H -1.8317 0.9680 -1.2638  0.4601
H -0.4491 0.0745 -0.8235  0.4693
H -0.2876 0.9605 -2.0234  0.4596
C 0.8352 0.2901 1.5870  -0.3465
C 0.6926 -0.9053 0.9202  -0.4821
H 1.7692 0.8736 1.6235  0.2252
H 0.1808 0.5812 2.3888  0.2094
H 1.5021 -1.2209 0.2720  0.2048
H 0.0339 -1.7251 1.0997  0.2242

total charge = +1
gap between HOMO and LUMO = 10.268 eV
2S+1 = 1
LUMO level = -4.16 eV

Q | # C2H8N

2 unconnected molecules or ions with the total composition C2H8N (the ωB97M-V functional and the def2-TZVPD basis, OMol25).

Last column: natural (NBO) charge in e.
Positions of all 11 atoms, in Å:
C -2.1797 0.2043 -1.0304  -0.8482
N 0.8342 0.2002 0.6472  0.1169
C 2.0992 -0.3086 0.7882  -0.5721
H -1.2377 -0.0038 -0.5104  0.1705
H -2.8971 0.6700 -0.3671  0.2274
H -2.4756 -0.7413 -1.4792  0.2300
H 0.6438 0.8330 1.4531  0.3801
H -1.9324 0.8617 -1.8644  0.2231
H 2.5344 -0.1823 1.7793  0.2574
H 2.7444 -0.1262 -0.0964  0.4019
H 1.8664 -1.4069 0.6800  0.4130

total charge = +1
gap between HOMO and LUMO = 5.998 eV
2S+1 = 1
LUMO level = -10.23 eV

Which structure wins on stability? P wins.